Density functional theory data (wB97M-V/def2-TZVPD) for a structure of composition C3H11NO3.

Calculated values
Kohn-Sham gap (alpha / beta) = 0.292 / 0.292 Ha
relative energy (zero: lowest compared OMol25 entry of this formula, charge and spin) = 193.8 kcal/mol
F_max = 3.2 eV/A
E_HOMO (alpha / beta) = -9.6 / -9.6 eV
LUMO level (alpha / beta) = -1.70 / -1.70 eV

Last column: Mulliken charge in e.
Cartesian coordinates (Å):
C 2.66987 -0.02199 0.01339  -0.45
C -0.35570 1.64191 -1.34007  -0.57
O 1.55458 -0.58662 0.30507  -0.36
O 0.81456 1.04216 -0.89880  -0.40
H 3.15320 0.54670 0.82234  0.29
H -0.48653 1.56433 -2.42671  0.26
H 3.32495 -0.57554 -0.67583  0.31
H 2.16194 1.00266 -0.78719  0.38
H -0.45518 2.67597 -0.98699  0.27
H -1.16584 1.07104 -0.85425  0.23
C -1.65848 -1.70530 0.26499  -0.52
N -1.20961 0.18196 1.64187  -0.47
O -2.00488 -0.36276 0.58958  -0.29
H -0.23227 0.08434 1.35932  0.30
H -1.35248 -0.40727 2.46269  0.27
H -1.81556 -2.37271 1.12173  0.31
H -2.32479 -2.00054 -0.54557  0.23
H -0.61779 -1.77834 -0.06558  0.20